No. 1
Below is a structure of composition C25H30ClN5O7PdS, with properties calculated with the ωB97M-V functional and the def2-TZVPD basis.

```
! RIJCOSX wB97M-V def2-TZVPD def2/J DEFGRID3
* xyz 0 3
Pd -0.89 -1.25 -0.82
C -4.27 -3.22 -2.29
C -2.86 -3.61 -2.56
N -1.78 -3.01 -2.10
C -0.70 -3.68 -2.64
C -1.16 -4.70 -3.43
N -2.52 -4.63 -3.36
C -0.55 -5.77 -4.28
O 0.75 -5.81 -4.35
O -1.29 -6.54 -4.86
C 0.70 -3.28 -2.32
O 1.63 -3.89 -2.87
O 0.84 -2.35 -1.49
H -4.41 -2.95 -1.24
H -4.95 -4.04 -2.52
H -4.56 -2.37 -2.90
H -3.12 -5.27 -3.86
H 1.17 -5.07 -3.80
N -2.86 -0.89 0.11
C -2.91 0.01 1.23
C -3.42 1.29 1.11
C -3.34 2.16 2.19
C -2.77 1.75 3.38
C -2.30 0.44 3.51
C -2.36 -0.42 2.43
S -2.60 2.88 4.77
O -3.71 2.55 5.63
O -2.67 4.19 4.15
O -1.29 2.53 5.32
H -3.53 -0.66 -0.62
H -3.03 -1.84 0.41
H -3.84 1.62 0.17
H -3.69 3.18 2.11
H -1.86 0.14 4.45
H -1.97 -1.43 2.52
Cl 0.60 6.40 2.91
C 0.24 5.02 1.93
C -0.17 5.21 0.61
C -0.44 4.12 -0.18
C -0.30 2.80 0.32
C -0.52 1.70 -0.51
C 0.09 2.65 1.67
C 0.36 3.74 2.47
H -0.29 6.22 0.23
H -0.77 4.26 -1.20
H -0.82 1.82 -1.55
H -0.30 0.69 -0.17
H 0.11 1.66 2.11
H 0.60 3.63 3.51
C 4.13 1.70 -0.22
C 2.77 1.34 -0.86
N 2.46 -0.06 -0.62
C 3.40 -0.92 -1.33
C 4.85 -0.55 -0.92
N 4.75 0.41 0.24
C 3.93 -0.19 1.35
C 2.49 -0.36 0.80
H 4.03 2.34 0.66
H 4.83 2.17 -0.92
H 2.79 1.52 -1.93
H 1.99 1.96 -0.43
H 3.26 -0.80 -2.40
H 3.17 -1.95 -1.09
H 5.40 -0.03 -1.71
H 5.43 -1.41 -0.59
H 5.69 0.60 0.59
H 3.99 0.49 2.19
H 4.40 -1.13 1.61
H 1.81 0.31 1.32
H 2.15 -1.38 0.95
*
```

Results
Orbital gap (alpha / beta): 6.3 / 6.4 eV
Expectation value of S²: 2.046

No. 2
Below is an isolated molecule of C25H30N2O3, with properties calculated with the ωB97M-V functional and the def2-TZVPD basis.

```
! RIJCOSX wB97M-V def2-TZVPD def2/J DEFGRID3
* xyz 0 1
C 4.44 -4.08 5.39
O 3.31 -4.61 4.73
C 2.69 -3.85 3.79
C 1.59 -4.43 3.16
C 0.89 -3.74 2.19
C 1.27 -2.46 1.81
C 0.48 -1.65 0.80
C 0.11 -2.48 -0.44
N -0.59 -1.68 -1.42
C -1.93 -1.81 -1.62
O -2.58 -2.73 -1.17
C -2.51 -0.73 -2.53
C -4.04 -0.69 -2.38
C -1.91 0.62 -2.26
C -1.88 1.11 -0.93
C -1.35 2.33 -0.65
C -0.83 3.15 -1.67
C -0.28 4.42 -1.41
C 0.23 5.20 -2.43
O 0.74 6.41 -2.06
C 1.26 7.26 -3.06
C 0.19 4.72 -3.75
C -0.34 3.49 -4.03
C -0.86 2.67 -3.01
C -1.41 1.40 -3.27
N -0.70 -0.98 1.35
C -0.34 0.07 2.28
C -1.70 -1.86 1.93
C 2.37 -1.89 2.43
C 3.08 -2.57 3.41
H 4.76 -4.85 6.09
H 5.25 -3.86 4.69
H 4.19 -3.17 5.95
H 1.30 -5.42 3.46
H 0.04 -4.23 1.73
H 1.13 -0.83 0.45
H -0.54 -3.31 -0.19
H 1.03 -2.87 -0.88
H -0.15 -0.83 -1.72
H -2.28 -1.03 -3.56
H -4.30 -0.33 -1.39
H -4.44 -1.69 -2.49
H -4.48 -0.03 -3.12
H -2.25 0.48 -0.14
H -1.33 2.69 0.37
H -0.25 4.79 -0.40
H 1.60 8.15 -2.53
H 0.50 7.54 -3.79
H 2.11 6.80 -3.57
H 0.58 5.33 -4.56
H -0.37 3.14 -5.05
H -1.43 1.05 -4.29
H 0.35 0.77 1.79
H -1.24 0.62 2.55
H 0.14 -0.30 3.20
H -1.34 -2.41 2.81
H -2.05 -2.56 1.17
H -2.55 -1.24 2.23
H 2.69 -0.90 2.15
H 3.93 -2.08 3.87
*
```

Results
Relative energy (zero: lowest compared OMol25 entry of this formula, charge and spin): 1.280 eV
Orbital gap: 8.5 eV

No. 3
Below is an isolated molecule of C25H30N2O7, with properties calculated with the ωB97M-V functional and the def2-TZVPD basis.

```
! RIJCOSX wB97M-V def2-TZVPD def2/J DEFGRID3
* xyz 0 1
C -2.70 -4.13 -1.65
C -2.03 -2.82 -2.01
O -0.95 -2.59 -1.11
C -0.43 -1.35 -1.10
O -0.88 -0.46 -1.79
C 0.73 -1.20 -0.23
C 1.14 -2.07 0.72
C 0.42 -3.31 1.14
N 2.34 -1.86 1.35
C 3.32 -1.04 0.85
C 4.68 -1.27 1.41
C 2.99 -0.14 -0.11
C 3.90 0.76 -0.81
O 3.53 1.62 -1.58
O 5.20 0.55 -0.53
C 6.13 1.43 -1.16
C 6.25 2.75 -0.40
C 1.53 0.08 -0.43
C 1.00 1.15 0.52
O 1.29 1.23 1.69
O 0.17 1.97 -0.11
C -0.39 3.07 0.61
C -1.81 3.32 0.13
O -2.15 4.42 -0.24
N -2.66 2.26 0.07
C -2.61 0.97 0.60
C -1.86 0.46 1.64
C -2.07 -0.86 2.02
C -3.02 -1.65 1.39
C -3.79 -1.13 0.36
C -3.58 0.18 -0.03
C -4.27 0.98 -1.09
C -3.90 2.41 -0.70
C -4.98 3.07 0.16
H -3.52 -4.33 -2.33
H -3.09 -4.08 -0.63
H -1.98 -4.94 -1.70
H -1.64 -2.84 -3.03
H -2.73 -1.98 -1.94
H 0.72 -3.60 2.15
H 0.65 -4.13 0.46
H -0.65 -3.16 1.11
H 2.60 -2.50 2.09
H 5.34 -1.67 0.64
H 4.65 -1.96 2.25
H 5.12 -0.32 1.74
H 5.80 1.62 -2.19
H 7.08 0.89 -1.16
H 7.00 3.38 -0.88
H 5.30 3.27 -0.42
H 6.54 2.57 0.63
H 1.39 0.45 -1.45
H 0.19 3.97 0.37
H -0.33 2.89 1.69
H -1.14 1.04 2.19
H -1.49 -1.26 2.84
H -3.18 -2.67 1.72
H -4.55 -1.72 -0.12
H -5.35 0.82 -1.10
H -3.86 0.72 -2.07
H -3.69 3.05 -1.56
H -5.90 3.19 -0.41
H -5.18 2.46 1.04
H -4.64 4.05 0.48
*
```

Results
Relative energy (zero: lowest compared OMol25 entry of this formula, charge and spin): 0.094 eV
Orbital gap: 8.6 eV

No. 4
Below is a structure of composition C25H30N4O3PSe3Tl, with properties calculated with the ωB97M-V functional and the def2-TZVPD basis.

```
! RIJCOSX wB97M-V def2-TZVPD def2/J DEFGRID3
* xyz 2 1
Tl -0.02 -0.24 -0.81
C -3.01 -2.24 -1.70
Se -2.81 -0.54 -0.78
C -3.36 0.62 -2.24
C -2.42 0.71 -3.42
Se -0.67 1.47 -3.01
C 0.05 1.01 -4.76
H -4.05 -2.37 -1.99
H -2.74 -3.02 -0.98
H -2.35 -2.30 -2.56
H -3.53 1.59 -1.78
H -4.31 0.22 -2.57
H -2.86 1.37 -4.17
H -2.25 -0.26 -3.89
H 0.05 -0.07 -4.91
H 1.05 1.42 -4.81
H -0.57 1.50 -5.50
O 2.99 2.77 0.00
C 2.33 1.76 0.00
O 1.68 1.25 -0.99
C 2.30 0.96 1.32
P 0.79 0.05 1.63
C -0.41 1.04 2.50
C -1.72 0.57 2.61
C -2.67 1.29 3.31
C -2.31 2.49 3.91
C -1.01 2.97 3.80
C -0.06 2.25 3.09
C 1.13 -1.44 2.57
C 2.19 -2.24 2.17
C 2.55 -3.35 2.91
C 1.83 -3.68 4.06
C 0.76 -2.88 4.46
C 0.41 -1.76 3.73
H 2.50 1.65 2.14
H 3.12 0.24 1.27
H -2.00 -0.38 2.15
H -3.68 0.91 3.41
H -3.05 3.05 4.48
H -0.73 3.90 4.28
H 0.95 2.63 3.03
H 2.76 -1.99 1.28
H 3.39 -3.96 2.62
H 2.11 -4.54 4.65
H 0.22 -3.13 5.36
H -0.40 -1.13 4.07
Se 1.06 -4.70 -0.40
N 2.37 -4.82 -1.56
C 2.44 -3.66 -2.19
C 3.35 -3.31 -3.23
C 3.26 -2.06 -3.76
C 2.27 -1.14 -3.27
N 1.42 -1.42 -2.33
C 1.49 -2.67 -1.77
N 0.65 -3.01 -0.81
H 4.08 -4.03 -3.58
H 3.92 -1.74 -4.55
H 2.23 -0.14 -3.68
C -0.15 4.06 -0.12
C -1.42 3.29 0.06
N -2.48 3.95 0.54
O -1.50 2.09 -0.25
H -0.27 5.13 0.08
H 0.22 3.92 -1.14
H 0.63 3.67 0.54
H -2.42 4.92 0.79
H -3.34 3.46 0.69
*
```

Results
Relative energy (zero: lowest compared OMol25 entry of this formula, charge and spin): 0.097 eV
Orbital gap: 7.2 eV

Number 1: total energy -2757.3445 hartree. Number 2: total energy -1305.8817 hartree. Number 3: total energy -1606.9192 hartree. Number 4: total energy -9133.0274 hartree.